63
Properties=species:S:1:pos:R:3 method="wB97M-V/def2-TZVPD" total_energy_ev=-81623.759 homo_lumo_gap_ev=7.46 spin_multiplicity=1
Sn 0.123 0.743 0.150
O 0.568 2.018 -1.580
C 1.741 2.437 -1.939
C 2.057 2.526 -3.317
C 3.291 2.946 -3.748
C 4.288 3.326 -2.841
C 3.997 3.282 -1.500
C 2.752 2.838 -1.021
C 2.539 2.938 0.407
N 1.562 2.459 1.077
C 1.480 2.763 2.499
C 0.819 1.594 3.233
N -0.369 1.266 2.490
C -1.529 1.288 3.001
C -2.739 1.102 2.227
C -3.904 0.709 2.899
C -5.090 0.520 2.231
C -5.124 0.765 0.853
C -4.002 1.175 0.173
C -2.761 1.347 0.829
O -1.724 1.772 0.152
H 1.279 2.248 -4.017
H 3.491 2.992 -4.812
H 5.255 3.663 -3.188
H 4.740 3.602 -0.776
H 3.312 3.506 0.940
H 0.845 3.646 2.619
H 2.465 2.991 2.917
H 0.612 1.857 4.276
H 1.487 0.726 3.216
H -1.654 1.472 4.077
H -3.852 0.544 3.970
H -5.979 0.205 2.760
H -6.052 0.635 0.310
H -4.028 1.370 -0.891
C -0.574 -3.503 2.029
C 0.703 -3.774 1.241
S 1.892 -2.414 1.468
C 2.980 -2.553 0.020
C 2.557 -1.795 -1.241
S 0.990 -2.463 -1.830
C 0.448 -1.248 -3.046
C -1.055 -1.392 -3.270
S -2.098 -1.082 -1.818
C -2.282 -2.742 -1.096
C -2.737 -2.660 0.358
S -1.547 -2.040 1.574
H -0.331 -3.352 3.083
H -1.223 -4.380 1.987
H 0.477 -3.889 0.185
H 1.152 -4.703 1.600
H 3.129 -3.612 -0.200
H 3.941 -2.161 0.354
H 3.334 -1.917 -1.998
H 2.434 -0.733 -1.028
H 0.970 -1.401 -3.992
H 0.668 -0.246 -2.674
H -1.307 -2.370 -3.683
H -1.361 -0.643 -4.000
H -1.342 -3.285 -1.171
H -3.039 -3.286 -1.666
H -3.080 -3.644 0.687
H -3.591 -1.983 0.450


59
Properties=species:S:1:pos:R:3 method="wB97M-V/def2-TZVPD" total_energy_ev=-34477.659 homo_lumo_gap_ev=8.46 spin_multiplicity=1
C 3.690 2.580 1.478
H 4.315 2.433 2.341
O 4.024 1.589 0.497
C 5.199 1.136 0.187
C 6.285 1.765 0.356
C 7.461 1.479 0.116
C 7.592 0.290 -0.519
C 6.562 -0.358 -1.084
C 5.271 -0.002 -0.600
N 4.254 -0.904 -0.775
C 3.287 -1.085 0.213
O 3.375 -0.951 1.268
C 2.174 -2.231 -0.485
C 1.064 -0.937 -0.610
H 0.830 -0.492 0.146
H 1.293 -0.341 -1.280
C -0.194 -1.899 -1.057
N -0.676 -2.767 -0.051
C -1.698 -2.596 0.496
O -2.138 -3.543 1.453
C -2.749 -1.536 0.228
C -2.514 -0.187 1.004
C -3.273 0.891 0.740
C -4.530 0.683 0.164
C -4.768 -0.453 -0.765
C -3.819 -1.670 -0.366
H -4.150 -2.848 -0.755
H -5.648 -0.631 -1.092
C -5.467 1.797 -0.055
C -6.623 1.466 -0.886
H -6.406 1.279 -2.013
H -7.275 0.714 -0.581
H -7.241 2.438 -1.019
C -4.658 2.818 -0.933
H -5.316 3.743 -1.041
H -3.712 3.467 -0.326
H -4.293 2.603 -2.064
C -5.806 2.347 1.492
H -6.500 3.217 1.152
H -6.428 1.661 1.864
H -4.863 2.564 1.970
H -3.138 1.804 1.349
H -1.575 -0.187 1.430
C 0.307 -3.872 0.158
C 1.543 -3.026 0.559
H 1.628 -2.656 1.574
H 2.488 -3.966 0.828
H 0.680 -4.440 -0.753
H -0.030 -4.316 0.777
H -0.162 -2.190 -2.007
H -1.007 -0.970 -1.320
H 2.452 -2.502 -1.362
H 4.343 -1.195 -1.789
H 6.766 -1.375 -1.430
H 8.775 0.065 -0.928
H 8.410 2.282 0.511
H 6.131 2.792 1.007
H 2.485 2.598 1.627
H 3.970 3.627 0.962


61
Properties=species:S:1:pos:R:3 method="wB97M-V/def2-TZVPD" total_energy_ev=-38571.433 homo_lumo_gap_ev=8.78 spin_multiplicity=1
C 4.540 2.232 1.096
C 3.296 2.126 0.302
C 2.400 3.411 0.619
H 2.773 4.217 0.302
H 2.127 3.193 1.577
C 0.820 3.131 0.019
N 0.076 1.901 0.547
C -0.200 1.067 -0.603
O -0.098 1.170 -1.777
C -0.738 -0.235 0.180
C -2.337 -0.008 0.115
C -3.137 1.050 -0.119
C -4.394 0.718 -0.188
C -5.049 -0.265 0.047
C -4.321 -1.515 0.002
C -2.988 -1.467 0.290
C -2.130 -2.870 0.327
O -2.747 -3.808 0.672
N -0.730 -2.534 -0.061
C -0.136 -3.834 -0.033
H -0.855 -4.699 -0.060
H 0.597 -3.854 0.719
H 0.292 -3.846 -1.106
C -0.276 -1.384 -0.341
C 1.284 -1.278 -0.578
C 2.208 -1.222 -1.429
C 3.511 -1.385 -1.268
C 4.100 -1.204 -0.039
C 3.144 -1.610 1.201
C 1.890 -1.647 0.996
H 1.233 -1.659 1.734
H 3.641 -1.725 1.936
O 5.428 -1.295 0.285
C 6.273 -1.271 -0.824
H 7.256 -1.223 -0.353
H 6.176 0.023 -1.259
H 6.246 -1.941 -1.713
H 4.115 -1.015 -1.869
H 1.681 -1.056 -2.384
H -0.552 -1.205 -1.494
H -4.678 -2.554 0.359
O -6.567 -0.239 0.202
C -7.225 -1.573 0.076
H -8.231 -1.408 0.022
H -7.031 -1.985 0.919
H -6.721 -2.259 -0.800
O -5.148 1.869 -0.164
C -4.513 3.101 -0.314
H -4.052 3.629 0.437
H -4.118 3.357 -1.177
H -5.448 3.988 -0.538
H -2.499 1.946 -0.126
H -0.298 -0.152 1.147
H 0.139 1.794 1.471
H 0.390 4.036 0.322
H 1.030 3.244 -0.907
H 3.268 2.035 -0.844
H 2.569 1.212 0.652
H 5.123 1.450 0.822
H 5.180 3.103 0.976
H 4.415 2.223 2.001